Density functional theory data (wB97M-V/def2-TZVPD) for a structure of composition C37H38BrN4O4Zr.

```
! wB97M-V def2-TZVPD RIJCOSX def2/J DEFGRID3
* xyz 3 1
Zr 0.150 -0.579 -0.549
C 3.706 -1.127 0.106
C 2.527 -1.813 -0.515
C 2.255 -1.666 -1.885
C 1.153 -2.271 -2.491
C 0.875 -2.082 -3.949
C 0.307 -3.062 -1.691
C 0.558 -3.271 -0.336
C -0.289 -4.204 0.474
C 1.642 -2.587 0.251
H 4.599 -1.737 -0.051
H 3.584 -0.997 1.181
H 3.888 -0.156 -0.356
H 2.887 -1.014 -2.474
H 1.389 -2.864 -4.514
H 1.250 -1.124 -4.306
H -0.188 -2.167 -4.168
H -0.564 -3.518 -2.146
H 0.095 -5.220 0.353
H -1.324 -4.203 0.134
H -0.251 -3.961 1.533
H 1.815 -2.685 1.317
Br 7.371 0.027 2.353
C 6.414 1.648 2.225
C 6.257 2.253 0.986
C 5.511 3.417 0.885
C 4.943 3.968 2.027
C 5.194 3.421 3.278
C 5.907 2.237 3.377
N 4.162 5.173 1.969
N 3.147 5.242 1.266
C 2.637 4.113 0.542
C 2.608 4.135 -0.827
C 2.098 3.049 -1.572
C 1.549 1.991 -0.909
O 1.067 0.847 -1.477
C 1.514 1.970 0.499
N 0.982 0.836 1.058
C 0.945 0.766 2.385
C 1.393 1.794 3.212
C 1.935 2.930 2.653
C 2.039 3.031 1.254
H 6.736 1.834 0.111
H 5.405 3.918 -0.067
H 4.836 3.926 4.167
H 6.098 1.791 4.343
H 3.029 4.985 -1.347
H 2.138 3.061 -2.653
H 0.548 -0.147 2.813
H 1.323 1.683 4.285
H 2.272 3.742 3.283
O -1.094 -1.370 1.212
C -1.931 -0.424 1.067
O -1.711 0.478 0.233
C -3.228 -0.418 1.841
N -3.158 -1.278 3.066
C -4.601 -1.552 3.456
C -5.368 -1.559 2.126
C -4.381 -1.056 1.053
H -3.475 0.597 2.152
H -2.642 -0.842 3.831
H -2.663 -2.142 2.828
H -4.903 -0.737 4.109
H -4.640 -2.484 4.014
H -6.239 -0.913 2.201
H -5.724 -2.557 1.884
H -4.819 -0.336 0.366
H -3.998 -1.888 0.457
C -1.667 1.179 -3.217
C -2.189 -0.099 -2.663
O -1.396 -0.820 -1.981
C -3.547 -0.541 -2.861
C -3.905 -1.862 -2.537
C -5.194 -2.302 -2.744
C -6.149 -1.422 -3.255
C -5.814 -0.110 -3.566
C -4.516 0.328 -3.388
H -0.608 1.071 -3.443
H -1.761 1.948 -2.442
H -2.206 1.511 -4.098
H -3.148 -2.540 -2.163
H -5.463 -3.328 -2.534
H -7.160 -1.771 -3.425
H -6.562 0.561 -3.966
H -4.264 1.348 -3.646
*
```

- lowest unoccupied orbital energy (eV) = -8.98
- E_HOMO (eV) = -14.54


Density functional theory data (wB97M-V/def2-TZVPD) for a structure of composition C37H38N3OsP2S3Te.

```
! wB97M-V def2-TZVPD RIJCOSX def2/J DEFGRID3
* xyz 3 1
Os -0.991 -0.207 -0.090
C 2.495 -1.952 -1.462
C 1.056 -2.430 -1.646
P -0.030 -2.324 -0.189
C -1.640 -2.960 -0.715
C -2.553 -3.281 0.302
C -3.833 -3.704 -0.020
C -4.215 -3.805 -1.351
C -3.318 -3.488 -2.364
C -2.037 -3.062 -2.053
C 0.555 -3.432 1.097
C 1.197 -2.958 2.242
C 1.687 -3.851 3.181
C 1.537 -5.217 2.979
C 0.893 -5.693 1.844
C 0.403 -4.806 0.900
P 0.784 1.112 -0.123
C 1.348 2.185 1.224
C 2.658 2.679 1.165
C 3.140 3.501 2.166
C 2.316 3.858 3.230
C 1.010 3.396 3.278
C 0.527 2.560 2.281
C 1.171 1.992 -1.655
C 1.142 1.278 -2.855
C 1.347 1.928 -4.060
C 1.577 3.300 -4.072
C 1.599 4.017 -2.885
C 1.397 3.368 -1.673
H 2.888 -1.540 -2.389
H 3.156 -2.761 -1.152
H 1.067 -3.464 -2.003
H 0.559 -1.832 -2.411
H -2.247 -3.232 1.340
H -4.527 -3.971 0.766
H -5.210 -4.148 -1.602
H -3.612 -3.588 -3.400
H -1.354 -2.834 -2.860
H 1.294 -1.896 2.424
H 2.181 -3.484 4.071
H 1.921 -5.916 3.711
H 0.773 -6.757 1.693
H -0.099 -5.186 0.018
H 3.301 2.447 0.323
H 4.154 3.874 2.114
H 2.693 4.504 4.010
H 0.364 3.692 4.093
H -0.499 2.221 2.315
H 0.950 0.209 -2.850
H 1.332 1.373 -4.988
H 1.740 3.809 -5.013
H 1.778 5.083 -2.899
H 1.412 3.937 -0.753
Te 2.830 -0.490 0.072
C 4.579 0.233 -0.733
C 4.888 0.534 -2.037
C 6.227 0.965 -2.170
C 6.890 0.993 -0.976
S 5.913 0.495 0.324
H 4.198 0.461 -2.866
H 6.683 1.237 -3.109
H 7.917 1.272 -0.797
S -1.075 -0.591 2.196
C -2.289 0.411 2.867
N -2.586 0.371 4.148
C -3.785 1.110 4.567
C -3.947 2.218 3.537
S -3.250 1.537 1.986
H -2.111 -0.267 4.773
H -3.644 1.507 5.570
H -4.638 0.429 4.570
H -3.382 3.112 3.796
H -4.988 2.481 3.371
C -2.129 3.110 -1.942
C -2.903 1.859 -1.800
N -2.534 0.716 -1.202
C -3.633 -0.154 -1.304
C -4.632 0.467 -1.960
N -4.149 1.721 -2.258
H -1.108 2.958 -1.605
H -2.581 3.908 -1.350
H -2.110 3.433 -2.983
H -3.621 -1.159 -0.912
H -5.617 0.140 -2.243
H -4.651 2.437 -2.764
*
```

- lowest unoccupied orbital energy (eV) = -8.54
- E_HOMO (eV) = -15.73


Density functional theory data (wB97M-V/def2-TZVPD) for a structure of composition C37H39O3S3SeTc.

```
! wB97M-V def2-TZVPD RIJCOSX def2/J DEFGRID3
* xyz 3 2
Tc -0.132 0.894 -0.576
O 1.462 -0.144 -0.083
S 2.607 -1.194 0.013
C 1.656 -2.673 0.424
C 0.617 -3.025 -0.637
C -0.575 -3.806 -0.073
C -1.551 -2.984 0.760
S -2.505 -1.666 -0.047
O -1.523 -0.488 -0.220
C -2.807 -2.307 -1.668
C -1.994 -2.037 -2.760
C -2.325 -2.585 -3.988
C -3.448 -3.396 -4.111
C -4.256 -3.653 -3.011
C -3.949 -3.093 -1.780
C 3.108 -1.527 -1.655
C 4.162 -2.423 -1.790
C 4.617 -2.719 -3.065
C 4.037 -2.109 -4.171
C 3.003 -1.198 -4.012
C 2.527 -0.898 -2.743
H 1.220 -2.409 1.391
H 2.384 -3.468 0.600
H 1.090 -3.595 -1.435
H 0.249 -2.104 -1.094
H -0.226 -4.620 0.567
H -1.113 -4.280 -0.896
H -1.088 -2.469 1.607
H -2.340 -3.617 1.175
H -1.115 -1.408 -2.668
H -1.707 -2.384 -4.852
H -3.700 -3.821 -5.072
H -5.136 -4.272 -3.113
H -4.592 -3.268 -0.925
H 4.637 -2.874 -0.927
H 5.435 -3.414 -3.192
H 4.407 -2.334 -5.161
H 2.575 -0.709 -4.876
H 1.738 -0.166 -2.619
O -1.420 1.946 -1.296
S 0.228 2.329 1.271
C 0.078 3.977 0.648
C -1.147 4.584 0.376
C -1.149 5.893 -0.066
C 0.052 6.579 -0.241
C 1.264 5.962 0.025
C 1.287 4.652 0.478
C -1.093 2.050 2.426
C -2.410 1.842 2.029
C -3.378 1.669 3.003
C -3.031 1.704 4.350
C -1.714 1.908 4.732
C -0.730 2.080 3.768
H -2.080 4.058 0.520
H -2.090 6.385 -0.269
H 0.037 7.606 -0.579
H 2.192 6.503 -0.101
H 2.226 4.169 0.714
H -2.680 1.817 0.980
H -4.409 1.514 2.713
H -3.795 1.574 5.104
H -1.448 1.936 5.779
H 0.298 2.248 4.059
C -6.264 6.681 -1.888
C -5.388 5.470 -1.931
C -4.233 5.448 -2.715
C -3.434 4.324 -2.807
C -2.213 4.330 -3.680
C -3.817 3.195 -2.053
Se -2.883 1.589 -2.262
C -4.964 3.180 -1.233
C -5.417 1.981 -0.440
C -5.727 4.334 -1.196
H -5.784 7.545 -2.341
H -6.544 6.927 -0.864
H -7.189 6.485 -2.434
H -3.961 6.332 -3.279
H -2.045 5.323 -4.091
H -2.331 3.642 -4.522
H -1.318 4.042 -3.127
H -4.584 1.389 -0.057
H -6.043 1.325 -1.048
H -6.020 2.304 0.406
H -6.616 4.354 -0.577
*
```

- lowest unoccupied orbital energy (spin up / spin down) (eV) = -10.45 / -10.43
- E_HOMO (spin up / spin down) (eV) = -15.96 / -15.94
- <S²> = 0.798


Density functional theory data (wB97M-V/def2-TZVPD) for a structure of composition C37H40BClCsF9N8O5S2.

```
! wB97M-V def2-TZVPD RIJCOSX def2/J DEFGRID3
* xyz -2 1
Cs 0.375 0.599 1.677
C 2.459 -2.920 2.718
C 3.225 -1.753 3.252
C 4.037 -1.668 4.401
C 4.488 -0.364 4.417
C 5.338 0.338 5.424
N 3.979 0.256 3.335
N 3.194 -0.588 2.624
B 4.048 1.746 2.967
N 4.134 1.918 1.434
N 3.029 1.996 0.655
C 3.454 2.098 -0.594
C 2.488 2.218 -1.728
C 4.861 2.076 -0.638
C 5.251 1.955 0.682
C 6.622 1.838 1.261
N 2.788 2.458 3.500
N 1.892 1.811 4.288
C 0.978 2.714 4.626
C -0.174 2.334 5.499
C 1.273 3.960 4.042
C 2.436 3.748 3.331
C 3.227 4.687 2.483
H 1.871 -3.399 3.504
H 1.776 -2.601 1.930
H 3.122 -3.678 2.295
H 4.253 -2.439 5.124
H 5.612 -0.357 6.219
H 6.252 0.734 4.978
H 4.800 1.177 5.867
H 5.049 2.231 3.457
H 1.567 1.678 -1.511
H 2.219 3.258 -1.923
H 2.908 1.802 -2.645
H 5.500 2.118 -1.506
H 7.358 1.817 0.457
H 6.852 2.676 1.923
H 6.724 0.924 1.849
H -0.076 1.289 5.793
H -0.200 2.946 6.405
H -1.127 2.470 4.987
H 0.688 4.864 4.087
H 2.862 5.704 2.623
H 4.288 4.656 2.741
H 3.138 4.427 1.426
S -2.205 2.242 -5.557
C -2.613 1.179 -4.359
N -3.127 -0.043 -4.573
C -3.828 -0.731 -3.487
C -4.505 0.310 -2.629
N -3.489 1.208 -2.108
C -3.681 1.699 -0.739
C -3.861 0.577 0.250
C -2.923 -0.445 0.336
C -3.051 -1.439 1.295
C -4.132 -1.423 2.165
C -5.084 -0.418 2.069
C -4.948 0.578 1.114
C -2.462 1.574 -2.892
S -1.115 2.377 -2.401
C -3.279 -0.582 -5.915
C -2.979 -2.057 -5.979
C -1.805 -2.558 -5.425
C -1.506 -3.908 -5.517
C -2.377 -4.772 -6.169
C -3.550 -4.281 -6.721
C -3.850 -2.928 -6.621
H -3.143 -1.336 -2.889
H -4.566 -1.396 -3.937
H -4.993 -0.168 -1.781
H -5.260 0.860 -3.206
H -4.564 2.344 -0.733
H -2.826 2.318 -0.477
H -2.072 -0.479 -0.337
H -2.284 -2.203 1.337
H -4.230 -2.191 2.923
H -5.920 -0.392 2.757
H -5.657 1.396 1.073
H -2.601 -0.022 -6.557
H -4.294 -0.384 -6.278
H -1.130 -1.891 -4.904
H -0.599 -4.282 -5.060
H -2.146 -5.828 -6.231
H -4.239 -4.951 -7.220
H -4.773 -2.545 -7.043
O -2.916 3.981 3.857
Cl -2.776 3.299 2.593
O -3.954 3.535 1.785
O -1.604 3.780 1.896
O -2.629 1.873 2.828
F 1.231 -4.923 -1.684
C 1.164 -3.979 -0.709
F 2.347 -3.346 -0.711
F 1.072 -4.639 0.449
C -0.026 -2.959 -0.871
O -0.246 -2.267 0.217
C -1.294 -3.803 -1.285
F -2.409 -3.066 -1.213
F -1.263 -4.314 -2.540
F -1.467 -4.847 -0.454
C 0.330 -2.013 -2.078
F -0.773 -1.349 -2.497
F 1.218 -1.091 -1.718
F 0.828 -2.639 -3.173
*
```

- lowest unoccupied orbital energy (eV) = 3.58
- E_HOMO (eV) = -3.67


Density functional theory data (wB97M-V/def2-TZVPD) for a structure of composition C37H40BiIN6O7Si.

```
! wB97M-V def2-TZVPD RIJCOSX def2/J DEFGRID3
* xyz -2 1
Bi -0.114 -0.894 1.461
N -2.256 -4.097 -0.236
N -1.708 -3.959 -1.530
C -1.869 -2.892 -2.342
O -1.566 -2.878 -3.525
O -2.432 -1.840 -1.708
H -1.492 -4.169 0.441
H -2.749 -3.237 0.004
H -1.466 -4.817 -1.992
I -0.105 -3.474 2.826
C 2.355 -0.852 3.575
C 3.444 -1.019 4.417
C 3.756 -0.157 5.498
C 2.996 0.954 5.755
C 1.864 1.215 4.945
C 1.065 2.374 5.120
C -0.015 2.608 4.314
C -0.361 1.672 3.311
C 0.386 0.533 3.137
C 1.544 0.284 3.913
H 4.123 -1.860 4.256
H 4.624 -0.363 6.124
H 3.250 1.643 6.555
H 1.346 3.090 5.888
H -0.608 3.509 4.434
H -1.233 1.867 2.696
O 1.961 0.533 -0.332
C 2.210 1.698 -0.130
C 1.274 2.791 0.135
C 1.841 4.050 0.220
C 1.071 5.181 0.428
C -0.322 5.058 0.581
C -0.906 3.831 0.514
C -0.158 2.613 0.291
O -0.745 1.502 0.257
N 1.688 6.469 0.485
O 2.900 6.555 0.339
O 0.977 7.451 0.671
H 3.269 2.042 -0.156
H 2.914 4.159 0.117
H -0.908 5.950 0.752
H -1.974 3.725 0.651
C 3.664 -2.253 0.928
N 3.899 -2.611 -0.467
C 4.964 -1.852 -1.089
C 2.796 -2.996 -1.192
N 1.642 -3.057 -0.651
N 3.090 -3.348 -2.542
C 1.948 -3.384 -3.432
C 3.938 -4.516 -2.679
H 4.625 -2.193 1.442
H 3.040 -2.991 1.422
H 3.164 -1.290 1.018
H 4.849 -0.783 -0.871
H 4.951 -1.985 -2.167
H 5.933 -2.176 -0.697
H 0.954 -3.458 -1.279
H 1.305 -2.524 -3.259
H 1.342 -4.297 -3.318
H 2.300 -3.350 -4.466
H 4.761 -4.463 -1.970
H 4.348 -4.560 -3.692
H 3.382 -5.449 -2.494
C -0.615 2.071 -5.157
C -0.749 2.312 -3.796
C -1.561 1.494 -3.023
C -2.245 0.418 -3.594
C -2.089 0.184 -4.962
C -1.287 1.005 -5.742
Si -3.321 -0.728 -2.599
C -4.440 0.129 -1.391
C -3.962 0.908 -0.333
C -4.845 1.524 0.541
C -6.215 1.365 0.383
C -6.705 0.587 -0.654
C -5.820 -0.020 -1.534
H 0.023 2.707 -5.759
H -0.212 3.129 -3.330
H -1.638 1.686 -1.957
H -2.588 -0.664 -5.419
H -1.175 0.806 -6.801
H -4.165 -1.487 -3.555
H -2.894 0.996 -0.151
H -4.463 2.116 1.363
H -6.899 1.832 1.082
H -7.773 0.442 -0.770
H -6.211 -0.634 -2.340
C -2.784 -0.744 3.551
C -2.374 -1.131 2.149
O -3.171 -1.668 1.405
H -3.831 -1.008 3.724
H -2.623 0.323 3.704
H -2.133 -1.262 4.259
*
```

- lowest unoccupied orbital energy (eV) = 4.09
- E_HOMO (eV) = -1.16


What DFT total energy values result from the calculations? In sequence: -124439.61881; -104277.55759; -145166.88328; -121053.04987; -84108.71646 eV.
What F_max values result from the calculations? In sequence: 0.691; 0.665; 1.579; 0.208; 0.631 eV/Å.
What energy relative to the best compared isomer or geometry (same formula, charge and spin) values result from the calculations? In sequence: 63.58; 106.88; 11.83; 18.26; 0.00 kJ/mol.